(a)
C5H15N3 | wB97M-V/def2-TZVPD

Structure (XYZ):
```
23
Properties=species:S:1:pos:R:3
C 1.26015 1.60845 -1.35619
N -0.08195 1.44203 -0.83012
C -0.33942 0.18554 -0.14775
C -1.77279 -0.23858 -0.46047
N -1.89598 -0.56007 -1.85633
C -0.07709 0.25770 1.35759
C 1.25828 -0.37879 1.74323
N 1.21410 -1.81611 1.51672
H 1.99566 1.48457 -0.55525
H 1.37491 2.61863 -1.73989
H 1.54059 0.87294 -2.12386
H -0.72335 1.48486 -1.60979
H 0.21014 -0.65331 -0.58720
H -2.47725 0.56089 -0.20236
H -2.01673 -1.02443 0.27554
H -2.83172 -0.80944 -2.16757
H -1.40828 -1.39688 -2.09975
H -0.07076 1.28014 1.70883
H -0.89295 -0.25467 1.87812
H 2.03738 0.06354 1.11425
H 1.52526 -0.16216 2.76555
H 0.29653 -2.18615 1.36255
H 1.87526 -2.37870 2.01415
```

Properties
frontier orbital gap: 9.5 eV
SMILES: CN[C@H](CN)CCN
HOMO energy: -8.5 eV

Löwdin population analysis, charges in e, atoms 1 to 6: atom 1 (C): -0.126, atom 2 (N): -0.086, atom 3 (C): -0.398, atom 4 (C): -0.272, atom 5 (N): 0.004, atom 6 (C): -0.154

(b)
C5H15N3 | wB97M-V/def2-TZVPD

Structure (XYZ):
```
23
Properties=species:S:1:pos:R:3
C -0.74438 0.59425 -2.47256
C -1.78929 -0.54191 -0.60293
C 0.02188 1.67134 0.35479
N -0.59729 0.14908 -1.09359
H -1.61732 1.24650 -2.54716
H 0.14524 1.14703 -2.77479
H -2.61768 0.16824 -0.54610
H -2.06826 -1.37305 -1.26259
H -1.58954 -0.94123 0.38783
H 0.85825 2.21607 -0.06216
H -0.93097 2.09515 0.03221
H 0.00650 1.70960 1.43977
H -0.88999 -0.24609 -3.16273
C 1.68469 -1.02945 2.59196
N 0.63920 -0.81972 1.59654
C 0.68973 -0.52219 -0.74341
N 1.12110 -0.02865 0.51767
H -0.15571 -0.37272 2.05649
H 2.46859 -1.64831 2.15611
H 2.14223 -0.09136 2.94577
H 1.25502 -1.56000 3.44623
H 0.55988 -1.61089 -0.75105
H 1.40815 -0.21169 -1.50630
```

Properties
frontier orbital gap: 8.5 eV
HOMO energy: -7.7 eV

Löwdin population analysis, charges in e, atoms 1 to 6: atom 1 (C): -0.090, atom 2 (C): -0.084, atom 3 (C): 0.055, atom 4 (N): -0.327, atom 5 (H): 0.085, atom 6 (H): 0.084

Energetically preferred structure: (a) | next structure: +0.1606 hartree

(a)
C5H15N3 | wB97M-V/def2-TZVPD

Structure (XYZ):
```
23
Properties=species:S:1:pos:R:3
C 0.50141 -1.09680 0.61094
C -1.47004 0.19598 1.29379
C 1.58696 -0.59317 1.52314
C 0.44082 1.19735 -1.86495
C -0.99685 0.78175 -2.13053
N -0.80854 -0.85864 0.85008
N 0.67273 -2.37210 -0.03197
N -0.81634 1.34272 1.79886
H -1.38611 -1.58383 0.43366
H -2.54067 0.14205 1.35961
H 1.33829 -2.30415 -0.80383
H 1.03898 -3.07444 0.59576
H -1.45794 2.11871 1.87791
H -0.03927 1.60112 1.19761
H 1.19860 0.15101 2.20987
H 1.99632 -1.41884 2.11968
H 2.41923 -0.15931 0.96316
H 0.85120 0.61126 -1.04930
H 1.04784 1.03559 -2.74676
H 0.49199 2.25511 -1.60100
H -1.04867 -0.29018 -2.32132
H -1.39116 1.30350 -3.00381
H -1.62878 1.01533 -1.28061
```

Properties
frontier orbital gap: 6.7 eV
HOMO energy: -5.7 eV

Löwdin population analysis, charges in e, atoms 1 to 6: atom 1 (C): -0.465, atom 2 (C): -0.243, atom 3 (C): -0.075, atom 4 (C): -0.168, atom 5 (C): -0.169, atom 6 (N): 0.026

(b)
C5H15N3 | wB97M-V/def2-TZVPD

Structure (XYZ):
```
23
Properties=species:S:1:pos:R:3
H 0.24047 -1.42907 1.74920
N -0.36243 -2.27102 1.83550
N -0.15743 -2.99446 0.84283
H -0.75700 -3.83110 0.91223
C 2.52052 0.00516 0.92576
N 1.19101 -0.30345 0.44127
C 0.59957 0.79237 -0.30617
C -0.79735 0.45148 -0.83835
C -1.83934 0.46391 0.27813
C -1.19531 1.43213 -1.94039
H 2.44824 0.80655 1.66541
H 3.21289 0.34405 0.14195
H 2.94237 -0.87050 1.41428
H 1.13918 -1.23591 -0.08998
H 1.24244 1.10179 -1.15064
H 0.52880 1.65085 0.37327
H -0.75584 -0.55611 -1.26795
H -1.90630 1.45724 0.71982
H -1.58408 -0.25041 1.05682
H -2.81829 0.19753 -0.11748
H -2.18547 1.19349 -2.32172
H -0.49213 1.39607 -2.77055
H -1.21451 2.44942 -1.55320
```

Properties
frontier orbital gap: 9.6 eV
SMILES: [H]/N=N/[H].CNCC(C)C
HOMO energy: -8.5 eV

Löwdin population analysis, charges in e, atoms 1 to 6: atom 1 (H): 0.009, atom 2 (N): -0.020, atom 3 (N): -0.024, atom 4 (H): 0.042, atom 5 (C): -0.139, atom 6 (N): -0.182

(c)
C5H15N3 | wB97M-V/def2-TZVPD

Structure (XYZ):
```
23
Properties=species:S:1:pos:R:3
C -0.77502 0.37911 0.45943
C 1.37141 -0.67238 -0.69156
C -0.56422 -0.69533 -0.49118
C -2.79262 -0.01802 -0.03780
C 2.20996 -0.52073 0.55420
N -0.71009 0.08559 1.80732
N -0.36582 1.64912 0.14165
N 1.66515 0.40358 -1.64034
H 1.53975 -1.65403 -1.14815
H -1.28506 -0.70108 2.07527
H 0.20623 2.11660 0.83268
H -0.84818 0.87972 2.41753
H 0.10928 1.70336 -0.76860
H 1.30573 0.17268 -2.56228
H 2.67051 0.54153 -1.75688
H -0.79010 -0.47114 -1.52506
H -0.76790 -1.70024 -0.14866
H -3.21295 0.94037 0.27915
H -3.17220 -0.81278 0.61235
H -3.12330 -0.18538 -1.06538
H 1.95956 -1.28444 1.29430
H 2.08202 0.46228 1.02076
H 3.28788 -0.61837 0.34125
```

Properties
frontier orbital gap: 7.5 eV
HOMO energy: -6.5 eV

Löwdin population analysis, charges in e, atoms 1 to 6: atom 1 (C): -0.591, atom 2 (C): -0.359, atom 3 (C): -0.065, atom 4 (C): -0.075, atom 5 (C): -0.117, atom 6 (N): 0.106

Energetically preferred structure: (b) | next structure: +0.0212 hartree

(a)
C5H15N3 | wB97M-V/def2-TZVPD

Structure (XYZ):
```
23
Properties=species:S:1:pos:R:3
C -1.55107 1.60589 1.08885
C -0.94600 0.75258 -0.01872
N -1.41713 1.20564 -1.30921
C -1.16136 -0.74323 0.25714
N -0.97499 -1.53383 -0.95509
H -1.12992 1.33090 2.05260
H -1.34249 2.65562 0.90004
H -2.63205 1.47148 1.12870
H 0.18096 0.90245 -0.00951
H -1.04737 0.61296 -2.04428
H -2.43102 1.17440 -1.35635
H -0.37386 -1.04765 0.97615
H -2.15321 -0.90045 0.71029
H -0.63817 -2.46220 -0.73057
H -1.84782 -1.63426 -1.46349
C 2.30366 0.72114 0.40701
C 2.35802 -0.61146 0.52927
N 2.31907 -1.49715 -0.53408
H 2.36754 1.19684 -0.55896
H 2.40518 1.35359 1.26971
H 2.46803 -1.08060 1.49949
H 2.76706 -2.38759 -0.39836
H 2.47696 -1.08506 -1.44061
```

Properties
frontier orbital gap: 9.1 eV
SMILES: C[C@H](N)CN.C=CN
HOMO energy: -8.1 eV

Löwdin population analysis, charges in e, atoms 1 to 6: atom 1 (C): -0.075, atom 2 (C): -0.491, atom 3 (N): 0.027, atom 4 (C): -0.264, atom 5 (N): -0.020, atom 6 (H): 0.074

(b)
C5H15N3 | wB97M-V/def2-TZVPD

Structure (XYZ):
```
23
Properties=species:S:1:pos:R:3
C 0.37444 -3.22123 -1.27912
N 0.58108 -1.77466 -0.88646
C 1.37454 -1.52073 0.37015
C 1.60185 0.01392 0.20678
N 0.29152 0.49838 0.76476
C -0.06868 1.77452 0.01759
C -1.26659 2.39601 0.76151
N -2.53172 2.01289 0.11270
H -0.39841 -3.64615 -0.65082
H 0.14511 -3.14126 -2.39308
H 1.41404 -3.61678 -1.34895
H -0.43409 -1.56921 -0.69203
H 2.28980 -2.12224 0.35997
H 0.81040 -1.78015 1.31845
H 2.28146 0.23512 1.12460
H 1.91121 0.49091 -0.71043
H -0.44266 -0.16389 0.49470
H 0.76471 2.45410 0.16172
H -0.17297 1.63300 -1.03243
H -1.24550 3.51059 0.61986
H -1.25026 2.04159 1.80583
H -3.21247 2.67489 -0.10375
H -2.93988 1.18815 0.64780
```

Properties
frontier orbital gap: 9.8 eV
SMILES: CNCCNCCN
HOMO energy: -8.7 eV

Löwdin population analysis, charges in e, atoms 1 to 6: atom 1 (C): -0.128, atom 2 (N): -0.165, atom 3 (C): -0.228, atom 4 (C): -0.218, atom 5 (N): -0.097, atom 6 (C): -0.226

Energetically preferred structure: (a) | next structure: +0.0645 hartree

(a)
C2H14N2O3 | wB97M-V/def2-TZVPD

Structure (XYZ):
```
21
Properties=species:S:1:pos:R:3
N -1.23974 2.57485 -0.33468
C -1.59343 1.21503 -0.61002
C -0.72789 0.16259 -0.00871
N -1.24497 -1.22266 -0.25673
H -2.02900 3.21081 -0.40463
H -0.83860 2.69448 0.55911
H -2.67274 0.85526 -0.36124
H -1.38343 1.05040 -1.64277
H -0.88939 0.17221 1.07168
H 0.32347 0.34972 -0.35892
H -0.70367 -1.89183 0.21778
H -1.06126 -1.44710 -1.25563
O -3.80354 -0.87858 1.03807
H -2.87248 -1.07623 0.70086
H -3.82764 -1.72033 1.49690
O 4.66759 0.30889 0.99526
H 4.15997 0.20547 0.04064
H 4.60854 1.32371 1.17534
O 3.22120 -1.58716 -0.94825
H 3.47774 -2.38737 -1.44193
H 2.34748 -1.81543 -0.62555
```

Properties
frontier orbital gap: 9.6 eV
SMILES: NCCN.O.O.O
HOMO energy: -9.4 eV

Löwdin population analysis, charges in e, atoms 1 to 6: atom 1 (N): 0.007, atom 2 (C): -0.333, atom 3 (C): -0.285, atom 4 (N): -0.019, atom 5 (H): 0.077, atom 6 (H): 0.048

(b)
C2H14N2O3 | wB97M-V/def2-TZVPD

Structure (XYZ):
```
21
Properties=species:S:1:pos:R:3
C -0.57909 1.57548 -0.43316
N -0.79622 0.43540 -1.30178
C -1.21568 -0.73136 -0.63693
N -2.16225 -0.49107 0.33684
H 0.32570 1.36907 0.14046
H -0.55499 2.48396 -1.04555
H -1.41193 1.67304 0.26372
H 0.19677 0.19462 -1.70766
H -0.23343 -1.23621 -0.10745
H -1.58993 -1.40005 -1.43055
H -2.77628 -1.27543 0.51424
H 3.77791 0.27180 -0.06841
H 0.42752 -0.97918 1.31400
H 3.32529 0.38509 0.50273
O 0.81948 -1.35689 0.43309
H -0.66040 0.05082 3.19672
H -1.51507 -0.37588 1.15530
O -0.62945 -0.18073 2.25899
H 1.22490 -0.68375 -0.17527
H 2.34664 0.27142 -1.92921
O 1.68053 -0.00014 -1.28010
```

Properties
frontier orbital gap: 6.6 eV
HOMO energy: -9.3 eV

Löwdin population analysis, charges in e, atoms 1 to 6: atom 1 (C): -0.068, atom 2 (N): 0.023, atom 3 (C): -0.267, atom 4 (N): 0.115, atom 5 (H): 0.092, atom 6 (H): 0.101

(c)
C2H14N2O3 | wB97M-V/def2-TZVPD

Structure (XYZ):
```
21
Properties=species:S:1:pos:R:3
C 1.83689 1.26919 1.48286
N 1.22243 -0.01508 0.85458
C -0.09868 0.27848 0.20474
N -0.93806 -1.00122 0.39359
H 2.89798 1.25193 1.67776
H 1.36270 1.56935 2.42736
H 1.60403 2.18152 0.88285
H 1.35872 -0.81259 1.36408
H -0.54064 1.16793 0.76379
H 0.04364 0.54022 -0.80714
H -1.23820 -0.77312 1.39947
H -1.79243 -0.66007 -0.16376
O 2.26915 -2.19641 -0.79674
H 2.32358 -1.42884 -1.35798
H 1.44094 -1.96199 -0.26180
O -1.27931 3.15655 -3.08968
H -0.57846 3.87480 -3.06279
H -1.49334 3.03521 -4.05793
O -2.97985 -3.34373 1.02711
H -2.17034 -2.85602 1.14434
H -3.25075 -3.27610 -0.02470
```

Properties
frontier orbital gap: 9.4 eV
SMILES: CNCN.O.O.O
HOMO energy: -8.9 eV

Löwdin population analysis, charges in e, atoms 1 to 6: atom 1 (C): -0.094, atom 2 (N): -0.118, atom 3 (C): -0.285, atom 4 (N): -0.028, atom 5 (H): 0.057, atom 6 (H): 0.060

(d)
C2H14N2O3 | wB97M-V/def2-TZVPD

Structure (XYZ):
```
21
Properties=species:S:1:pos:R:3
N -0.37689 1.54815 0.92367
C -0.60654 1.45652 -0.55560
C 0.22428 0.33278 -1.11892
N -0.08714 0.07395 -2.52087
H -1.12090 0.98361 1.33785
H -0.53372 2.49613 1.23581
H -0.40074 2.45691 -0.95291
H -1.66360 1.32569 -0.81142
H 1.27846 0.57097 -1.04590
H 0.04826 -0.54774 -0.50036
H 0.64337 0.27434 -3.18233
H -0.98995 0.37348 -2.80978
O -2.02086 -2.05165 -0.00918
H -2.94534 -1.79621 0.08866
H -2.05561 -2.86222 -0.53114
O 1.58565 -2.71113 1.13764
H 1.78654 -2.33604 2.00037
H 1.08174 -2.03598 0.67396
O 2.06357 0.39955 2.20915
H 2.73115 1.03610 2.50034
H 1.35827 1.01280 1.93097
```

Properties
frontier orbital gap: 9.5 eV
SMILES: NCCN.O.O.O
HOMO energy: -8.9 eV

Löwdin population analysis, charges in e, atoms 1 to 6: atom 1 (N): -0.011, atom 2 (C): -0.268, atom 3 (C): -0.292, atom 4 (N): 0.003, atom 5 (H): 0.080, atom 6 (H): 0.067

Energetically preferred structure: (d) | next structure: +0.0354 hartree

(a)
C3H2N4 | wB97M-V/def2-TZVPD

Structure (XYZ):
```
9
Properties=species:S:1:pos:R:3
N 3.15788 0.10732 0.02730
C 2.00378 0.11950 0.07957
C 0.58051 0.16194 0.13908
C -0.33680 -0.77670 -0.23270
N -1.53783 -0.17137 0.04164
N -1.31801 1.07924 0.53129
N -0.06927 1.28897 0.59456
H -0.19517 -1.79977 -0.56464
H -2.28510 -0.00915 -0.61611
```

Properties
frontier orbital gap: 10.9 eV
SMILES: N#Cc1c[nH]nn1
HOMO energy: -10.6 eV

Löwdin population analysis, charges in e, atoms 1 to 6: atom 1 (N): 0.160, atom 2 (C): -0.167, atom 3 (C): -0.303, atom 4 (C): -0.025, atom 5 (N): 0.003, atom 6 (N): -0.006

(b)
C3H2N4 | wB97M-V/def2-TZVPD

Structure (XYZ):
```
9
Properties=species:S:1:pos:R:3
N 2.77709 1.13387 0.95264
C 1.74747 1.04889 0.43424
C 0.64763 -0.47656 -0.92168
C -0.62279 -0.97730 -0.66690
N -1.27937 -0.13269 0.17798
N -0.57797 0.89133 0.55418
N 0.56966 0.65836 -0.12777
H -1.03899 -1.93254 -0.94149
H -2.22272 -0.21335 0.53881
```

Properties
frontier orbital gap (spin up / spin down): 9.2 / 9.2 eV
HOMO energy (spin up / spin down): -9.5 / -9.5 eV

Löwdin population analysis, charges in e, atoms 1 to 6: atom 1 (N): 0.182, atom 2 (C): -0.243, atom 3 (C): -0.027, atom 4 (C): -0.130, atom 5 (N): 0.011, atom 6 (N): 0.108

Energetically preferred structure: (a) | next structure: +0.0911 hartree